(1)
86
Properties=species:S:1:pos:R:3:forces:R:3 method="wB97M-V/def2-TZVPD" lumo_energy_ev="-6.588 / -9.281" multiplicity=5 gap_ev="3.933 / 4.055" homo_ev="-10.521 / -13.335" total_charge=+2 molar_mass_g_mol=933.9
Pt 0.35064 -0.17389 0.39384 -0.0820 0.2458 -0.6096
C 6.79500 0.29643 -0.75230 -0.0032 -0.0384 -0.0040
C 6.60221 1.64507 -0.42010 0.0097 0.0169 0.0181
C 5.35524 2.12830 -0.06360 0.0413 0.0261 0.0198
C 4.29904 1.22518 -0.04926 -0.0449 0.0131 -0.0190
C 2.90275 1.38729 0.25559 -0.0672 -0.0434 -0.0074
N 2.33070 2.55725 0.61962 0.0714 0.0976 -0.0243
C 1.07213 2.70541 0.87813 0.0776 -0.1815 -0.0738
C 0.44035 4.00317 1.16435 -0.1085 -0.0307 0.0729
C 0.97053 5.27127 1.26711 0.0918 0.0672 -0.0433
C 0.08653 6.31656 1.52568 0.0145 0.0024 0.0214
C -1.27717 6.08613 1.67988 -0.0375 -0.0289 0.0210
C -1.80661 4.80139 1.57363 -0.0493 0.0163 0.0049
C -0.92424 3.77360 1.31540 0.0491 -0.0101 0.0147
C -1.15030 2.33418 1.11661 0.1810 -0.1956 -0.0584
N -2.31330 1.77443 1.11366 -0.1887 0.0329 0.0294
C -2.54662 0.47341 0.83202 0.2419 -0.0930 0.0273
N -1.60866 -0.50733 0.61286 -0.1411 0.0497 0.0201
C -2.23169 -1.68265 0.31393 0.1055 -0.0155 0.0156
N -1.65105 -2.87511 0.04571 -0.1157 -0.0203 0.0518
C -0.38247 -3.03727 -0.14940 0.0119 0.1731 -0.0690
N 0.60155 -2.07298 -0.18752 0.1166 -0.2922 0.0798
C 1.83677 -2.66392 -0.41635 -0.1805 0.3048 -0.0614
N 2.98793 -2.08289 -0.48606 0.2007 -0.0775 0.1037
C 3.20978 -0.76511 -0.28745 -0.2186 0.1168 0.0030
N 2.28942 0.18263 0.09208 0.2382 -0.1349 0.0692
C 4.48964 -0.12389 -0.39005 -0.0051 -0.0177 -0.0229
C 5.74511 -0.60532 -0.74690 0.0251 -0.0110 0.0012
C 1.62004 -4.11009 -0.56025 -0.1308 -0.0561 0.0377
C 2.50017 -5.14745 -0.78397 0.1168 0.0312 -0.0435
C 1.97100 -6.43421 -0.85108 0.0045 -0.0137 -0.0026
C 0.60681 -6.66195 -0.69815 -0.0203 0.0204 0.0241
C -0.27594 -5.60993 -0.46093 -0.0646 -0.0516 -0.0022
C 0.25617 -4.34071 -0.39483 0.0795 0.0613 -0.0062
C -3.65160 -1.46334 0.35660 0.0210 -0.0053 -0.0254
C -4.72732 -2.30820 0.10701 -0.0333 -0.0234 0.0130
C -5.99752 -1.76587 0.19592 0.0211 -0.0457 -0.0062
C -6.19322 -0.41663 0.52563 -0.0251 0.0137 0.0066
C -5.12599 0.42834 0.77165 -0.0413 0.0116 0.0446
C -3.84698 -0.11179 0.68365 0.0071 0.0213 -0.0168
N 0.08792 1.73941 0.91681 -0.1495 0.2239 0.1620
H 7.78691 -0.04483 -1.01756 -0.0112 0.0234 -0.0163
H 7.44788 2.31945 -0.44429 -0.0028 -0.0154 0.0036
H 5.20339 3.16711 0.19641 -0.0043 -0.0037 -0.0152
H 2.03070 5.44811 1.14355 -0.0115 -0.0206 -0.0070
H 0.46725 7.32612 1.60582 -0.0144 -0.0092 0.0116
H -1.93774 6.91798 1.88634 0.0211 -0.0011 -0.0251
H -2.86637 4.61162 1.68162 0.0109 0.0145 -0.0067
H 5.88777 -1.64440 -1.01207 0.0041 0.0154 0.0105
H 3.56017 -4.96486 -0.90345 -0.0243 -0.0029 -0.0064
H 2.63332 -7.27221 -1.02291 -0.0167 0.0033 -0.0144
H 0.22531 -7.67233 -0.75995 0.0183 0.0024 0.0035
H -1.33665 -5.77709 -0.32858 0.0127 -0.0023 -0.0220
H -4.57050 -3.34734 -0.14971 -0.0041 0.0132 -0.0003
H -6.85771 -2.39323 0.00284 -0.0007 0.0227 0.0159
H -7.20278 -0.03173 0.58524 0.0122 -0.0053 -0.0109
H -5.27445 1.47073 1.01911 0.0017 -0.0034 -0.0069
O -1.77215 1.64823 -2.24648 0.0372 -0.0598 0.1029
C -0.67402 1.05315 -2.63188 -0.4060 0.2144 0.2520
O 0.09481 0.52054 -1.84412 0.3961 -0.3079 -0.1335
C -0.44180 1.04658 -4.13584 0.0569 -0.1081 -0.0397
N -1.47463 1.86789 -4.76581 -0.2102 0.0693 0.0486
C -2.17373 1.07726 -5.80034 0.0573 -0.0371 -0.0047
C -2.06460 -0.34439 -5.27037 0.0315 0.0274 0.0198
C -0.64633 -0.38164 -4.69270 -0.0419 -0.0173 -0.0274
H 0.57499 1.39961 -4.30986 0.0202 0.0191 0.0109
H -1.14511 2.76215 -5.10131 0.0935 -0.0437 -0.0337
H -2.16452 1.99171 -3.10436 0.0636 -0.0155 -0.0442
H -1.67384 1.15890 -6.76899 0.0075 0.0262 -0.0111
H -3.19973 1.42059 -5.91124 -0.0123 0.0111 0.0031
H -2.21413 -1.08660 -6.05123 -0.0168 -0.0164 0.0248
H -2.80888 -0.51637 -4.48944 0.0058 0.0030 0.0014
H 0.07941 -0.57187 -5.48272 0.0106 0.0340 0.0155
H -0.50896 -1.13888 -3.92223 0.0352 -0.0160 -0.0293
S 1.53208 -1.39372 2.71828 -0.1043 -0.0215 0.1694
C 0.79556 -0.78160 4.13041 -0.1201 0.1047 -0.0317
N 1.09394 -1.36558 5.33169 0.0451 0.0253 0.0159
C 0.59255 -0.95514 6.49355 -0.0026 -0.0334 0.0518
C -0.27767 0.12390 6.52854 -0.0625 0.0823 -0.0359
C -0.62535 0.74703 5.34057 -0.0030 -0.0120 0.0491
C -0.09407 0.29325 4.13730 0.0596 -0.1079 -0.0617
H 1.73931 -2.15048 5.31989 0.0018 0.0004 -0.0181
H 0.89532 -1.50277 7.37552 0.0129 0.0194 -0.0011
H -0.67317 0.46282 7.47560 0.0183 -0.0575 0.0041
H -1.31377 1.58249 5.34720 0.0201 -0.0042 -0.0217
H -0.34475 0.75091 3.18872 -0.0041 0.0311 0.0447

=====

(2)
82
Properties=species:S:1:pos:R:3:forces:R:3 method="wB97M-V/def2-TZVPD" lumo_energy_ev="-10.728 / -10.192" multiplicity=3 gap_ev="5.238 / 5.775" homo_ev="-15.966 / -15.966" total_charge=+3 relative_energy_kj_mol=0.0 molar_mass_g_mol=870.5
Mo -0.90552 0.41208 -0.49364 -0.5831 0.4738 -0.0977
C 2.06274 3.52779 0.05140 0.0999 0.0655 0.0974
C 1.67010 4.23466 1.18901 -0.0152 -0.0834 -0.0459
C 0.45909 3.93009 1.76415 -0.1426 -0.1601 -0.0022
C -0.34443 2.91628 1.22685 0.4440 -0.0497 -0.3109
N 0.05639 2.20553 0.13318 0.0784 0.5554 0.5372
C 1.24296 2.54250 -0.42892 0.0085 -0.1372 -0.1848
N -1.57194 2.75282 1.79345 -0.6061 -0.0447 0.2191
C -2.41759 1.82008 1.62068 0.4926 0.6448 0.2861
N -2.20764 0.59949 0.91139 0.3425 -0.0402 -0.4533
C -3.47196 -0.06534 0.84944 -0.2050 -0.7656 -0.1210
N -3.70818 -1.18584 0.29571 -0.4505 0.3184 0.2461
C -2.86104 -1.96953 -0.42534 0.4226 -0.1235 -0.2795
C -3.22290 -3.31606 -0.57566 0.0525 0.1515 0.0142
C -2.41083 -4.17445 -1.27808 0.0498 0.1185 -0.0155
C -1.25716 -3.66198 -1.88089 -0.0406 -0.1140 0.0034
C -0.97631 -2.33188 -1.73773 0.1050 0.1823 -0.0885
N -1.73081 -1.47278 -1.00391 -0.5278 -0.6853 0.0939
C -4.45912 0.74197 1.54674 0.2161 0.6061 0.2265
C -5.82329 0.57055 1.70457 -0.0029 -0.1129 0.0029
C -6.51039 1.55979 2.39815 -0.0539 -0.0417 -0.0224
C -5.85503 2.67324 2.92279 0.0896 0.0560 0.0259
C -4.48586 2.85084 2.75901 0.0696 0.0037 0.0367
C -3.80390 1.87406 2.05638 -0.3493 -0.4868 -0.1793
H 2.99296 3.74863 -0.45246 -0.0130 -0.0254 -0.0246
H 2.29199 5.02025 1.59702 0.0036 -0.0021 -0.0049
H 0.07445 4.45643 2.62577 0.0160 0.0339 -0.0141
H 1.52783 1.98942 -1.31662 0.0087 -0.0074 0.0333
H -4.14769 -3.63413 -0.11675 -0.0005 -0.0204 0.0003
H -2.66773 -5.21998 -1.38301 -0.0141 0.0013 0.0066
H -0.60427 -4.29536 -2.46456 0.0032 0.0352 -0.0245
H -0.12003 -1.89345 -2.24038 -0.0291 -0.0253 0.0301
H -6.33663 -0.29321 1.30433 0.0265 -0.0032 -0.0082
H -7.58015 1.46959 2.53117 0.0095 -0.0231 0.0175
H -6.42458 3.41829 3.46174 -0.0119 -0.0132 0.0004
H -3.97275 3.71218 3.16418 -0.0130 0.0176 -0.0297
C 1.57395 0.65784 -5.57146 0.1165 -0.0195 0.0028
C 0.41364 1.02855 -4.69947 -0.1899 0.1047 -0.0861
C -0.68470 1.73068 -5.20752 0.0403 -0.0695 0.2235
C -1.74567 2.06404 -4.37850 -0.0567 0.0613 -0.0470
C -1.67518 1.67397 -3.06377 -0.2433 0.0482 0.2422
Br -3.06921 2.05660 -1.82455 0.3480 -0.1587 -0.1996
N -0.65087 0.99637 -2.53728 -0.1505 0.1988 -0.6568
C 0.37882 0.69022 -3.35705 0.2072 -0.1309 0.0845
H 1.36592 0.91265 -6.60765 0.0242 -0.0260 -0.0153
H 1.78591 -0.41032 -5.51924 -0.0175 0.0016 0.0084
H 2.47795 1.19103 -5.27254 -0.0232 0.0075 0.0207
H -0.71085 2.01854 -6.25086 0.0086 -0.0037 -0.0096
H -2.60712 2.60887 -4.73927 0.0190 -0.0015 -0.0182
H 1.21088 0.15669 -2.90470 -0.0248 -0.0091 -0.0045
C 0.33773 -4.73311 2.95705 -0.0005 -0.0060 0.0049
C 1.60854 -4.45214 2.46847 -0.0126 -0.0210 0.0260
C 1.82353 -3.32500 1.69227 0.0635 0.1355 -0.1760
C 0.74991 -2.48801 1.40942 -0.3823 0.0967 -0.1310
C -0.52292 -2.75475 1.90503 0.0970 0.0674 -0.0704
C -0.72669 -3.88717 2.67880 -0.0506 0.0089 0.0094
As 1.06689 -0.81041 0.51488 1.4590 -0.6604 1.0087
C 2.13101 0.17722 1.78642 -0.0458 0.2391 -0.1160
C 1.74061 0.63709 3.03171 -0.1474 -0.0618 -0.0424
C 2.67886 1.27388 3.83497 -0.0540 0.0227 0.0201
C 3.97990 1.44586 3.38123 0.0510 0.0004 0.0009
C 4.36730 0.97585 2.13304 -0.0001 -0.0841 -0.0693
C 3.44427 0.32716 1.32240 -0.2065 0.0479 0.0060
C 3.71694 -0.26913 -0.00120 -0.1140 -0.0696 -0.0835
C 4.94326 -0.26188 -0.65623 0.0102 0.0116 0.0541
C 5.08570 -0.89124 -1.88528 -0.0206 0.0307 0.0316
C 4.01768 -1.56559 -2.46473 -0.0151 -0.0370 -0.0443
C 2.78657 -1.59306 -1.82427 -0.0460 -0.0642 0.0210
C 2.64191 -0.93886 -0.60899 -0.2207 0.1237 -0.0796
H 0.17884 -5.61142 3.56805 0.0099 -0.0052 -0.0064
H 2.43686 -5.10746 2.70102 -0.0040 -0.0097 -0.0118
H 2.81353 -3.09538 1.31559 0.0191 -0.0524 0.0211
H -1.34136 -2.07103 1.70862 -0.0245 -0.0583 0.0788
H -1.71158 -4.09971 3.07317 0.0115 -0.0174 0.0164
H 0.73017 0.47375 3.39116 0.0168 0.0525 0.0303
H 2.39622 1.62703 4.81802 0.0104 -0.0199 -0.0088
H 4.70951 1.93193 4.01568 -0.0178 0.0073 -0.0095
H 5.39149 1.09586 1.80498 0.0078 0.0217 0.0380
H 5.79626 0.21820 -0.19505 0.0136 0.0253 -0.0558
H 6.04202 -0.86898 -2.39050 0.0126 -0.0276 0.0279
H 4.15226 -2.08894 -3.40187 -0.0040 0.0064 -0.0025
H 1.97056 -2.15885 -2.25921 0.0469 -0.0052 -0.0037